Arrangement a

Entry from OMol25: the ion C4H9N2O2 with charge +1 (ωB97M-V/def2-TZVPD).

Computed properties:
**Charge**: +1
**HOMO-LUMO gap**: 11.03 eV
**SMILES**: C=NC/[N+](O)=C(/C)O
**E_HOMO**: -14.236 eV
**LUMO level**: -3.204 eV

```
17
C4H9N2O2 (ωB97M-V/def2-TZVPD)
C -1.679 0.072 2.292
N -2.037 0.548 1.194
C -1.623 0.371 -0.099
N -0.166 -0.422 -0.702
O -0.242 -1.287 -1.750
C 0.951 0.161 -0.400
C 2.241 -0.143 -1.053
O 0.858 1.063 0.555
H -0.821 -0.582 2.432
H -2.254 0.328 3.167
H -2.366 -0.203 -0.654
H -1.462 1.344 -0.559
H -0.805 -2.045 -1.513
H 2.984 0.620 -0.829
H 2.107 -0.221 -2.132
H 2.616 -1.109 -0.711
H 1.698 1.506 0.764
```

Partial charges, natural (NBO), in e:
1 C 0.02
2 N -0.37
3 C -0.04
4 N -0.09
5 O -0.50
6 C 0.64
7 C -0.72
8 O -0.62
9 H 0.17
10 H 0.21
11 H 0.23
12 H 0.23
13 H 0.50
14 H 0.25
15 H 0.28
16 H 0.28
17 H 0.53

***

Arrangement b

Entry from OMol25: the ion C4H9N2O2 with charge +1 (ωB97M-V/def2-TZVPD).

Computed properties:
**Charge**: +1
**HOMO-LUMO gap (spin up / spin down)**: 8.33 / 8.33 eV
**E_HOMO (spin up / spin down)**: -12.258 / -12.259 eV
**LUMO level (spin up / spin down)**: -3.928 / -3.928 eV

```
17
C4H9N2O2 (ωB97M-V/def2-TZVPD)
C -1.667 0.476 -0.094
C -0.779 1.737 0.068
C -1.063 -0.783 0.284
C 0.913 0.213 -0.339
N -1.112 -1.931 -0.342
N 2.250 -0.086 0.429
O -2.858 0.590 -0.289
O 0.530 1.548 -0.234
H -1.255 2.374 -0.629
H -0.858 2.059 1.032
H -0.696 -0.963 1.305
H 0.991 -0.085 -1.479
H -0.515 -2.710 -0.044
H -1.468 -1.974 -1.306
H 3.117 -0.030 -0.170
H 2.060 -1.135 0.832
H 2.409 0.698 0.978
```

Partial charges, natural (NBO), in e:
1 C 0.47
2 C -0.13
3 C 0.07
4 C 0.00
5 N -0.72
6 N -0.75
7 O -0.43
8 O -0.53
9 H 0.23
10 H 0.20
11 H 0.23
12 H 0.17
13 H 0.41
14 H 0.42
15 H 0.44
16 H 0.47
17 H 0.44

***

Most stable to least stable, the ends of the list are arrangement a and arrangement b.

***

Arrangement a

Entry from OMol25: a structure of composition C3H4N2S (ωB97M-V/def2-TZVPD).

Computed properties:
**Charge**: 0
**HOMO-LUMO gap**: 9.20 eV
**E_HOMO**: -8.899 eV
**LUMO level**: 0.301 eV

```
10
C3H4N2S (ωB97M-V/def2-TZVPD)
C 1.425 -0.372 1.175
C 0.891 -0.698 -1.640
C 0.569 -0.070 -0.542
N 2.038 -0.894 1.991
N 0.039 1.401 1.256
S -0.763 0.897 -0.106
H 0.459 -0.451 -2.586
H 1.721 -1.400 -1.524
H -0.607 1.818 1.939
H 0.889 1.951 1.048
```

Partial charges, natural (NBO), in e:
1 C 0.23
2 C -0.46
3 C -0.18
4 N -0.43
5 N -0.96
6 S 0.50
7 H 0.24
8 H 0.25
9 H 0.41
10 H 0.40

***

Arrangement b

Entry from OMol25: an isolated molecule of C3H4N2S (ωB97M-V/def2-TZVPD).

Computed properties:
**Charge**: 0
**HOMO-LUMO gap**: 9.48 eV
**SMILES**: Sc1ncc[nH]1
**E_HOMO**: -8.797 eV
**LUMO level**: 0.680 eV

```
10
C3H4N2S (ωB97M-V/def2-TZVPD)
S -2.051 0.066 0.047
C -0.157 -0.162 -0.071
N 0.665 -1.121 -0.020
C 1.893 -0.618 0.061
C 1.857 0.710 -0.048
N 0.478 0.947 -0.125
H -2.126 -1.301 -0.195
H 2.621 -1.236 0.182
H 2.724 1.312 0.342
H 0.040 1.803 0.280
```

Partial charges, natural (NBO), in e:
1 S -0.07
2 C 0.32
3 N -0.51
4 C -0.06
5 C -0.15
6 N -0.55
7 H 0.18
8 H 0.19
9 H 0.23
10 H 0.41

***

Most stable to least stable, the ends of the list are arrangement b and arrangement a.

***

Arrangement a

Entry from OMol25: an isolated molecule of C3H4N2S (ωB97M-V/def2-TZVPD).

Computed properties:
**Charge**: 0
**HOMO-LUMO gap (spin up / spin down)**: 5.89 / 5.89 eV
**E_HOMO (spin up / spin down)**: -6.429 / -6.429 eV
**LUMO level (spin up / spin down)**: -0.535 / -0.535 eV

```
10
C3H4N2S (ωB97M-V/def2-TZVPD)
C -0.800 0.379 0.081
C -1.468 0.410 -1.338
C 0.289 -0.145 0.389
N -0.833 0.242 -2.417
N 1.509 -0.577 0.358
S 0.700 0.121 -2.869
H -1.635 0.601 0.652
H -2.470 0.555 -1.172
H 2.135 0.093 0.787
H 1.559 -1.621 0.377
```

Partial charges, natural (NBO), in e:
1 C -0.36
2 C -0.03
3 C 0.38
4 N -0.49
5 N -0.70
6 S -0.11
7 H 0.27
8 H 0.19
9 H 0.42
10 H 0.43

***

Arrangement b

Entry from OMol25: an isolated molecule of C3H4N2S (ωB97M-V/def2-TZVPD).

Computed properties:
**Charge**: 0
**HOMO-LUMO gap (spin up / spin down)**: 6.46 / 7.61 eV
**E_HOMO (spin up / spin down)**: -7.887 / -8.469 eV
**LUMO level (spin up / spin down)**: -1.425 / -0.854 eV

```
10
C3H4N2S (ωB97M-V/def2-TZVPD)
C 0.470 1.731 -0.176
C -0.810 -2.014 -0.731
C 0.047 -0.288 0.904
N -0.035 1.149 0.810
N -0.212 -1.064 -0.294
S 0.808 0.924 -1.635
H 0.493 2.934 -0.208
H -1.402 -2.263 -1.625
H 1.177 -0.482 1.110
H -0.537 -0.627 1.846
```

Partial charges, natural (NBO), in e:
1 C -0.06
2 C 0.20
3 C -0.12
4 N -0.51
5 N -0.28
6 S -0.15
7 H 0.21
8 H 0.24
9 H 0.23
10 H 0.23

***

Arrangement c

Entry from OMol25: an isolated molecule of C3H4N2S (ωB97M-V/def2-TZVPD).

Computed properties:
**Charge**: 0
**HOMO-LUMO gap**: 8.69 eV
**SMILES**: N#C[C@@H](N)C=S
**E_HOMO**: -9.264 eV
**LUMO level**: -0.575 eV

```
10
C3H4N2S (ωB97M-V/def2-TZVPD)
N 2.176 1.263 -0.708
C 1.331 0.593 -0.313
C 0.122 -0.221 0.142
N -0.372 0.022 1.433
C -0.818 -0.139 -1.049
S -1.191 -1.336 -1.928
H 0.469 -1.447 -0.177
H 0.062 -0.511 2.223
H -0.407 0.996 1.608
H -1.374 0.778 -1.232
```

Partial charges, natural (NBO), in e:
1 N -0.31
2 C 0.23
3 C -0.19
4 N -0.83
5 C -0.33
6 S 0.18
7 H 0.25
8 H 0.40
9 H 0.38
10 H 0.21

***

Arrangement d

Entry from OMol25: a structure of composition C3H4N2S (ωB97M-V/def2-TZVPD).

Computed properties:
**Charge**: 0
**HOMO-LUMO gap**: 8.87 eV
**E_HOMO**: -9.252 eV
**LUMO level**: -0.387 eV

```
10
C3H4N2S (ωB97M-V/def2-TZVPD)
C -0.190 -1.162 0.421
C -1.342 -0.378 -1.579
C -0.382 -0.388 -0.677
N 0.049 -1.654 1.435
N 1.557 1.156 1.328
S 0.791 1.564 -0.102
H -1.693 0.416 -2.239
H -2.001 -1.271 -1.915
H 1.068 1.310 2.186
H 2.144 0.408 1.142
```

Partial charges, natural (NBO), in e:
1 C 0.19
2 C -0.35
3 C -0.17
4 N -0.30
5 N -0.94
6 S 0.33
7 H 0.22
8 H 0.22
9 H 0.40
10 H 0.39

***

Most stable to least stable, the ends of the list are arrangement c and arrangement a.

***

Arrangement a

Entry from OMol25: a cluster of 5 separate species, C5H20NO5S in total (ωB97M-V/def2-TZVPD).

Computed properties:
**Charge**: -1
**HOMO-LUMO gap**: 8.52 eV
**E_HOMO**: -5.375 eV
**LUMO level**: 3.147 eV

```
32
C5H20NO5S (ωB97M-V/def2-TZVPD)
C -2.588 -0.125 -1.379
N -1.354 -0.705 -2.065
C -0.463 0.397 -2.576
O -0.137 1.427 -1.656
C -2.480 0.391 0.032
C -2.413 -0.858 0.841
C -1.753 -0.787 2.240
S 0.065 -0.380 2.208
H -3.193 -1.024 -1.335
H -3.179 0.565 -2.049
H -0.813 -1.114 -1.264
H 0.521 0.030 -2.791
H -1.013 0.919 -3.421
H -3.324 1.115 0.319
H -1.529 1.045 0.143
H -1.840 -1.664 0.253
H -3.377 -1.245 0.890
H -1.814 -1.847 2.511
H -2.188 -0.063 2.962
H -0.120 0.883 2.466
H 1.536 2.686 -0.047
H 2.456 2.843 1.120
O 2.180 3.260 0.412
H 4.021 -0.349 -0.097
H 3.178 -1.643 -0.564
O 3.895 -1.344 -0.092
H 2.402 0.690 -0.696
H 0.673 1.085 -1.031
O 1.889 0.564 0.002
H 1.550 -2.064 0.464
H 1.138 -0.703 -0.395
O 1.117 -1.811 -0.323
```

Partial charges, natural (NBO), in e:
1 C -0.23
2 N -0.66
3 C 0.08
4 O -0.83
5 C -0.46
6 C -0.41
7 C -0.50
8 S -0.01
9 H 0.18
10 H 0.18
11 H 0.38
12 H 0.16
13 H 0.14
14 H 0.19
15 H 0.25
16 H 0.21
17 H 0.19
18 H 0.21
19 H 0.21
20 H 0.10
21 H 0.50
22 H 0.46
23 O -0.96
24 H 0.49
25 H 0.49
26 O -0.99
27 H 0.41
28 H 0.50
29 O -1.17
30 H 0.46
31 H 0.51
32 O -1.08

***

Arrangement b

Entry from OMol25: a cluster of 5 separate species, C5H20NO5S in total (ωB97M-V/def2-TZVPD).

Computed properties:
**Charge**: -1
**HOMO-LUMO gap**: 6.80 eV
**E_HOMO**: -3.612 eV
**LUMO level**: 3.193 eV

```
32
C5H20NO5S (ωB97M-V/def2-TZVPD)
C -1.235 -1.553 1.821
N -1.407 -0.125 1.463
C -1.895 0.062 0.082
C -2.032 1.636 -0.015
S -0.643 2.543 -0.618
C -0.909 -0.418 -0.964
O -0.975 -1.830 -1.325
C 0.124 -1.850 2.305
H -1.445 -2.438 1.241
H -1.913 -1.559 2.713
H -0.458 0.266 1.625
H -2.872 -0.385 -0.076
H -2.910 1.930 -0.724
H -2.357 2.046 1.036
H -0.533 -2.440 -0.673
H 0.175 -0.491 -0.590
H -0.916 0.313 -1.845
H 0.308 -2.885 2.284
H 0.835 -1.565 1.564
H 0.249 -1.361 3.331
H 2.637 0.443 0.422
H 3.221 0.840 -0.772
O 3.121 0.028 -0.243
H 0.367 -1.554 -2.748
H 1.169 -0.270 -2.442
O 1.206 -1.176 -2.726
H 1.784 1.575 -2.218
H 0.410 2.075 -2.689
O 1.214 1.537 -3.051
H 1.853 3.068 1.418
H 1.601 1.444 1.026
O 2.227 2.094 1.387
```

Partial charges, natural (NBO), in e:
1 C -0.25
2 N -0.63
3 C -0.12
4 C -0.54
5 S -0.68
6 C -0.12
7 O -0.78
8 C -0.63
9 H 0.19
10 H 0.18
11 H 0.35
12 H 0.20
13 H 0.18
14 H 0.21
15 H 0.47
16 H 0.18
17 H 0.23
18 H 0.20
19 H 0.21
20 H 0.20
21 H 0.45
22 H 0.46
23 O -0.91
24 H 0.47
25 H 0.49
26 O -0.98
27 H 0.46
28 H 0.50
29 O -0.98
30 H 0.51
31 H 0.48
32 O -1.00

***

Most stable to least stable, the ends of the list are arrangement a and arrangement b.